--- P ---
# C22H25N3O2

C22H25N3O2 in the gas phase (ωB97M-V with the def2-TZVPD basis set, OMol25).

The geometry in XYZ format:
```
52
Properties=species:S:1:pos:R:3
O -1.01515 3.36439 -1.63783
C -0.12458 3.17986 -0.83033
N 0.29987 1.94154 -0.48079
H 1.08563 1.84146 0.14195
C -0.27477 0.73507 -1.03932
C -0.86617 -0.12578 0.08165
H -1.77176 0.34469 0.46677
H -0.14215 -0.17145 0.89980
C -1.18462 -1.56582 -0.33789
N -0.01613 -2.15408 -0.96671
C 0.32464 -3.46957 -0.86091
O 0.88562 -4.08858 -1.74429
N -0.01756 -4.10434 0.32937
C 0.13369 -3.61753 1.62935
C -0.48240 -4.29866 2.67806
C -0.35361 -3.84370 3.97600
C 0.39081 -2.70820 4.24981
C 1.02302 -2.04164 3.21392
C 0.90515 -2.49251 1.91277
H 1.42416 -1.99283 1.10935
H 1.62652 -1.16997 3.42273
H 0.48739 -2.35292 5.26426
H -0.83815 -4.37912 4.77895
H -1.06040 -5.18617 2.46505
H 0.01329 -5.11193 0.24488
C 0.34889 -1.46281 -2.19304
C -0.78347 -1.57420 -3.22143
C -2.14729 -1.14824 -2.67883
H -2.23412 -0.06374 -2.66780
C -2.38984 -1.71485 -1.28105
H -3.26167 -1.23923 -0.82948
H -2.59827 -2.78507 -1.36636
H -2.92616 -1.51823 -3.34998
H -0.53115 -0.98741 -4.10531
H -0.83172 -2.62476 -3.51800
H 1.21797 -1.98903 -2.60361
C 0.78240 -0.04004 -1.82935
H 1.03747 0.50735 -2.73740
H 1.68634 -0.11324 -1.21669
H -1.41527 -2.12385 0.57418
H -1.05978 1.09701 -1.70498
C 0.59330 4.30294 -0.15868
C 0.75535 5.48892 -0.86805
C 1.40412 6.56527 -0.29277
C 1.88259 6.47191 1.00388
C 1.70365 5.30258 1.72448
C 1.06431 4.21952 1.14783
H 0.90633 3.32325 1.73159
H 2.06102 5.23543 2.74173
H 2.38636 7.31269 1.45737
H 1.53285 7.47966 -0.85256
H 0.36344 5.54594 -1.87230
```

Computed properties:
E_LUMO, eV: 0.50
HOMO-LUMO gap, eV: 9.07
Multiplicity: 1
Highest occupied orbital energy, eV: -8.6
Structure (SMILES): O=C(N[C@@H]1C[C@H]2CCC[C@@H](C1)N2C(=O)Nc1ccccc1)c1ccccc1

--- Q ---
# C22H25N3O2

C22H25N3O2 in the gas phase (ωB97M-V with the def2-TZVPD basis set, OMol25).

The geometry in XYZ format:
```
52
Properties=species:S:1:pos:R:3
C -1.11716 -4.73343 -0.09612
C 0.02004 -4.27479 -0.58297
C 0.39768 -2.82949 -0.71695
N -0.61326 -1.91320 -0.25282
C -0.40207 -1.08254 0.78170
O 0.65404 -0.99902 1.37881
C -1.60681 -0.22935 1.16090
H -1.24988 0.59211 1.78026
H -2.26997 -0.84619 1.77417
C -2.37956 0.35716 -0.05120
N -2.64073 1.77548 0.17758
C -4.02713 2.15986 0.04893
C -4.88511 1.19653 0.85804
N -4.74798 -0.11507 0.27292
C -3.58816 -0.54264 -0.24394
O -3.47248 -1.63671 -0.77482
H -5.54397 -0.73253 0.21431
H -5.93360 1.49661 0.83112
H -4.54051 1.19123 1.89899
H -4.13682 3.17699 0.43445
H -4.37291 2.14991 -1.00275
C -1.76893 2.64810 -0.60559
C -0.32887 2.23513 -0.48247
C 0.33339 1.64071 -1.54802
C 1.62759 1.17715 -1.40540
C 2.28262 1.27845 -0.18383
C 1.62786 1.89871 0.87665
C 0.34423 2.38126 0.72428
H -0.15643 2.86190 1.55253
H 2.13456 1.99997 1.82444
C 3.63163 0.72173 -0.00669
C 3.90073 -0.09889 1.08548
C 5.16371 -0.63408 1.25891
C 6.17239 -0.35107 0.35224
C 5.91025 0.46161 -0.73799
C 4.64569 0.99111 -0.92068
H 4.44420 1.63338 -1.76668
H 6.69417 0.68297 -1.44837
H 7.16033 -0.76566 0.49233
H 5.36363 -1.27684 2.10417
H 3.09919 -0.33878 1.76752
H 2.12296 0.69857 -2.23814
H -0.16978 1.53211 -2.50016
H -2.06458 2.64947 -1.67036
H -1.90449 3.66216 -0.21535
H -1.76021 0.23424 -0.94938
H -1.54765 -2.01111 -0.63934
H 0.62815 -2.61903 -1.77067
H 1.30112 -2.62757 -0.13014
H 0.78345 -4.95667 -0.93448
H -1.31777 -5.78918 -0.03379
H -1.89676 -4.08076 0.25836
```

Computed properties:
E_LUMO, eV: 0.63
HOMO-LUMO gap, eV: 9.04
Multiplicity: 1
Highest occupied orbital energy, eV: -8.4
Structure (SMILES): C=CCNC(=O)C[C@H]1C(=O)NCCN1Cc1ccc(-c2ccccc2)cc1

Computed relative energies in units of kcal/mol: P 0.0; Q 33.0

--- P ---
# C22H25N3O2

A molecular structure, C22H25N3O2 (ωB97M-V with the def2-TZVPD basis set, OMol25).

The geometry in XYZ format:
```
52
Properties=species:S:1:pos:R:3
C 0.64744 -4.69527 -4.24828
H 0.92106 -4.97613 -5.19037
O 0.04713 -3.25947 -4.48623
C -0.25370 -2.56209 -3.51273
C -0.08858 -2.86753 -2.28649
C -0.62006 -2.22853 -1.23236
C -1.07275 -1.07559 -1.48988
C -1.26917 -0.43152 -2.95244
C -0.81532 -1.31132 -3.95049
H -0.77091 -1.02254 -4.86263
H -1.84622 0.38631 -3.16857
N -1.81847 -0.00421 -0.68795
C -0.91715 1.40732 -0.56218
H -1.11082 1.67158 -1.47987
C -1.90447 2.34321 0.27785
N -2.02222 1.55070 1.70574
C -1.20161 1.96914 2.87480
O -1.52076 1.28536 3.86779
C -0.42702 3.18858 2.82585
H -0.17230 3.33623 1.82261
H -0.65474 3.94974 3.31575
C 0.90600 2.30258 3.35585
C 1.28983 1.23531 2.61741
C 1.18000 -0.18675 3.02158
N 1.43318 -0.67298 1.82017
C 2.03508 -0.05988 0.96811
C 2.69603 -0.49621 -0.34122
C 2.70629 0.51585 -1.22222
C 2.83451 1.69283 -0.88655
C 2.37961 2.19318 0.41655
C 1.83438 1.29217 1.24579
H 2.29659 3.35854 0.50064
H 3.05226 2.57070 -1.57694
H 3.34465 0.21378 -2.25397
H 2.63799 -1.57739 -0.63685
H 1.40541 -1.87501 2.07211
H 0.80308 -0.23344 3.80416
H 1.76520 3.05132 3.47228
H 0.77957 2.19751 4.39163
C -2.88504 0.27500 1.58445
C -1.84663 -0.62932 0.94572
H -2.52956 -1.77565 0.73237
H -0.93476 -0.80610 1.25723
H -2.74829 0.00456 2.60624
H -3.80451 0.57176 1.02713
H -1.39079 3.33829 0.50217
H -2.80942 2.37223 0.02783
H 0.07082 1.28387 0.02971
H -0.75721 -2.40645 -0.23535
H 0.05594 -4.10450 -1.99874
H -0.16144 -5.24828 -3.87887
H 1.48907 -4.56956 -3.71424
```

Computed properties:
E_LUMO, eV: 0.24
HOMO-LUMO gap, eV: 7.74
Multiplicity: 1
Highest occupied orbital energy, eV: -7.5

--- Q ---
# C22H25N3O2

C22H25N3O2 in the gas phase (ωB97M-V with the def2-TZVPD basis set, OMol25).

The geometry in XYZ format:
```
52
Properties=species:S:1:pos:R:3
C 8.88786 1.36809 -0.02898
H 8.72751 2.06290 0.80210
O 8.05543 0.23994 0.06863
C 6.70013 0.41335 0.04669
C 5.95123 -0.74886 0.15827
C 4.56955 -0.63588 0.14453
N 3.60334 -1.58365 0.23149
C 2.36293 -0.99359 0.15596
C 2.52607 0.36525 0.03431
C 3.92210 0.61999 0.01593
C 4.69815 1.77271 -0.09440
C 6.06945 1.66322 -0.07903
H 6.66330 2.55921 -0.16577
H 4.23026 2.74092 -0.19258
H 1.76185 1.11639 0.00645
C 1.20777 -1.88760 0.36378
O 1.35283 -2.89676 1.04559
N 0.02121 -1.59046 -0.21391
C -0.27000 -0.52120 -1.13420
H 0.64763 -0.03280 -1.45363
C -1.23915 0.46583 -0.47403
N -2.44662 -0.26382 -0.14962
C -3.61675 0.48742 0.10752
C -3.56132 1.78327 0.61105
C -4.72320 2.49303 0.84501
C -5.94971 1.91032 0.59236
C -6.02837 0.62479 0.07319
C -4.85892 -0.08817 -0.19248
C -4.93298 -1.44550 -0.82685
H -3.96238 -1.72262 -1.22718
H -5.24646 -2.20218 -0.10683
H -5.65797 -1.44268 -1.63839
C -7.37036 0.01953 -0.21291
H -7.51154 -0.11391 -1.28567
H -7.46355 -0.95706 0.25942
H -8.16524 0.66205 0.15706
H -6.85773 2.46047 0.79238
H -4.67002 3.49737 1.23898
H -2.60792 2.23754 0.83337
C -2.16321 -1.32669 0.80019
C -1.17015 -2.31126 0.17910
H -0.88104 -3.08017 0.89666
H -1.61537 -2.78341 -0.70342
H -3.08831 -1.84001 1.05904
H -1.72374 -0.91807 1.72685
H -1.48677 1.26979 -1.16954
H -0.75067 0.89446 0.41812
H -0.76453 -0.95502 -2.01239
H 3.72330 -2.56878 0.40265
H 6.45073 -1.69888 0.25611
H 8.74491 1.89610 -0.97776
H 9.90644 0.98511 0.01677
```

Computed properties:
E_LUMO, eV: 0.74
HOMO-LUMO gap, eV: 8.45
Multiplicity: 1
Highest occupied orbital energy, eV: -7.7
Structure (SMILES): COc1ccc2cc(C(=O)N3CCN(c4cccc(C)c4C)CC3)[nH]c2c1

Computed relative energies in units of kcal/mol: P 458.9; Q 0.0